[1]
DFT (the ωB97M-V functional and the def2-TZVPD basis) results for the ion C5H10N5 with charge +1 in a non-equilibrium geometry.

Last column: Löwdin charge in e.
Cartesian coordinates (Å):
C -1.929 -0.254 1.655  0.008
C -0.986 -0.539 0.543  -0.267
N -1.374 -1.329 -0.415  0.137
N -0.483 -1.388 -1.373  0.020
C 0.797 -0.858 -1.059  -0.324
N 1.271 0.298 -1.402  0.057
N 1.001 1.079 -2.353  0.180
N 1.321 -1.227 0.222  0.186
C 0.393 -0.122 0.482  -0.272
C 0.814 1.121 1.081  0.019
H -2.192 -1.164 2.190  0.107
H -2.777 0.216 1.283  0.071
H -1.485 0.440 2.378  0.081
H -0.627 -2.142 -2.137  0.209
H 0.288 0.825 -3.052  0.164
H 1.315 1.993 -2.180  0.127
H 2.274 -1.082 0.430  0.125
H 0.354 0.897 2.099  0.126
H 0.173 1.882 0.461  0.155
H 1.852 1.353 1.147  0.092

Force components x, y, z for each atom (eV/Å):
C 1.580 0.045 1.152
C -1.291 -1.545 -0.811
N -0.598 0.915 1.668
N 1.415 -2.258 -4.488
C -0.793 -0.426 0.791
N 1.598 1.131 -0.489
N -1.716 -1.621 -1.198
N -3.207 -0.119 0.665
C 2.808 -2.682 0.770
C -2.782 1.035 0.193
H -0.040 -0.040 -0.104
H -1.731 0.684 -0.602
H -0.176 -0.228 -0.048
H 0.389 1.798 2.005
H 0.286 0.592 0.335
H 0.551 1.357 -0.542
H 1.145 0.643 -0.159
H 0.713 1.331 -0.799
H 1.281 -0.623 1.808
H 0.568 0.013 -0.146

## Properties
Net charge: +1
F_max in eV/A: 5.220
Kohn-Sham gap (alpha / beta) in Eh: 0.314 / 0.314
SMILES: CC1=NN[C@@]2(N=[NH2+])N[C@]12C
Relative energy (zero: lowest compared OMol25 entry of this formula, charge and spin) in kcal/mol: 108.2
M in g/mol: 140.2

---

[2]
DFT (the ωB97M-V functional and the def2-TZVPD basis) results for the ion C5H10N5O with charge +1 in a non-equilibrium geometry.

Last column: Löwdin charge in e.
Cartesian coordinates (Å):
N 0.614 2.589 -0.065  0.168
C 0.589 1.228 -0.074  -0.284
N 1.784 0.583 -0.548  0.126
C 1.913 -0.840 -0.326  -0.347
O 2.504 -0.865 0.950  0.035
N 0.635 -1.570 -0.414  0.193
C -0.470 -0.923 -0.118  -0.183
C -0.539 0.544 0.079  -0.150
N -1.860 0.941 0.444  0.057
C -2.633 -0.219 -0.025  -0.144
N -1.724 -1.365 -0.073  0.114
H -0.297 3.060 0.121  0.140
H 1.546 3.045 -0.182  0.145
H 2.517 0.988 0.030  0.141
H 2.606 -1.318 -1.015  0.163
H 2.544 -1.779 1.238  0.107
H 0.860 -2.529 -0.515  0.159
H -2.105 1.240 1.347  0.112
H -3.424 -0.615 0.739  0.168
H -3.025 -0.039 -1.065  0.145
H -2.036 -2.157 -0.530  0.135

Force components x, y, z for each atom (eV/Å):
N 0.570 -0.387 0.418
C 1.399 1.486 -1.807
N -1.259 0.826 0.500
C 0.102 0.841 0.843
O -0.489 -0.817 0.261
N 2.040 1.486 0.068
C -1.430 2.095 0.067
C -0.222 -3.047 1.195
N 0.003 -1.590 -2.691
C -2.448 -0.397 1.085
N 1.660 1.497 0.684
H 1.609 -0.190 -0.248
H -1.792 -0.131 0.143
H 0.456 0.003 -0.476
H -0.142 0.197 -0.437
H 0.365 -0.272 0.427
H -1.137 -1.114 -0.195
H 0.324 0.112 1.512
H 0.849 1.596 -1.614
H 0.047 -0.173 1.090
H -0.505 -2.021 -0.827

## Properties
Net charge: +1
F_max in eV/A: 3.280
Kohn-Sham gap in Eh: 0.325
SMILES: [NH2+]=C1N[C@@H](O)NC2=C1NCN2
Relative energy (zero: lowest compared OMol25 entry of this formula, charge and spin) in kcal/mol: 36.3
M in g/mol: 156.2

---

[3]
DFT (the ωB97M-V functional and the def2-TZVPD basis) results for a cluster of 2 separate species, C5H10N5O in total in a non-equilibrium geometry.

Last column: Löwdin charge in e.
Cartesian coordinates (Å):
C 2.386 1.182 -0.373  0.076
C 1.076 1.474 -0.561  -0.094
C 2.710 -0.157 0.009  -0.360
C -3.213 -0.105 0.318  -0.375
C 0.487 -0.734 0.012  -0.378
N 0.131 0.522 -0.378  0.146
N 1.750 -1.057 0.219  0.147
N 3.965 -0.561 0.135  0.214
N -4.296 0.636 0.514  0.175
N -0.449 -1.665 0.138  0.236
O -2.492 -0.027 -0.661  -0.039
H 3.157 1.915 -0.525  0.134
H 0.731 2.450 -0.867  0.126
H -0.854 0.675 -0.613  0.120
H -3.005 -0.807 1.139  0.144
H 4.147 -1.525 0.367  0.131
H 4.738 0.056 -0.039  0.128
H -4.884 0.519 1.318  0.118
H -4.582 1.294 -0.196  0.130
H -1.354 -1.482 -0.283  0.084
H -0.150 -2.606 0.326  0.137

Force components x, y, z for each atom (eV/Å):
C 4.939 -2.586 1.054
C -4.710 3.091 -1.132
C -0.379 1.693 -0.483
C -0.654 -0.014 0.819
C 1.162 -0.499 -0.162
N -0.915 -0.554 -0.018
N -0.654 -1.403 0.526
N 0.662 -0.117 0.080
N -0.143 0.183 -0.190
N -0.049 0.281 -0.169
O 0.203 0.029 -0.663
H 0.122 0.138 -0.037
H 0.003 -0.151 0.040
H 0.242 0.022 0.065
H -0.025 -0.022 0.005
H -0.001 -0.021 0.042
H 0.051 -0.020 0.012
H 0.005 -0.067 0.111
H 0.001 -0.008 -0.003
H -0.016 0.057 0.077
H 0.156 -0.031 0.025

## Properties
Net charge: +1
F_max in eV/A: 5.746
Multiplicity: 3
Kohn-Sham gap (alpha / beta) in Eh: 0.249 / 0.235
Relative energy (zero: lowest compared OMol25 entry of this formula, charge and spin) in kcal/mol: 0.0
M in g/mol: 156.2